Record 1
ORCA calculation (the ωB97M-V functional and the def2-TZVPD basis) on 4 unconnected molecules or ions with the total composition C38H66ClNO6 at a distorted geometry.

```
112
Properties=species:S:1:pos:R:3:forces:R:3
C -3.0199 1.9225 0.2065 -0.4 -2.1 -1.6
C -3.4379 0.7127 -0.4030 0.2 1.4 0.9
C -3.7795 0.5758 -1.9688 1.8 2.3 0.1
O -3.1400 1.3110 -2.7604 -2.5 -3.0 1.9
O -4.8071 -0.3328 -2.3158 3.1 0.8 0.2
C -4.5518 -0.9493 -3.6248 -1.2 0.0 -1.7
C -5.0970 -2.4622 -3.6513 0.3 0.4 0.2
C -3.9080 -3.5646 -3.8778 -1.4 0.9 0.7
C -3.7284 -4.3470 -2.4785 -0.2 -0.5 -0.7
C -2.4601 -5.3574 -2.4588 0.0 0.7 -0.3
C -1.3917 -4.8589 -1.3676 0.1 1.4 -1.5
O -0.6468 -5.9189 -0.7103 -1.6 1.3 2.6
C -1.1010 -6.1591 0.6124 -1.2 -5.0 0.8
O -1.3625 -7.3679 0.9018 1.0 4.7 -1.0
N -1.3414 -5.1395 1.6335 2.4 -1.0 -1.1
C -1.5967 -5.7106 2.9753 -1.2 0.7 1.2
C -0.3343 -6.3857 3.6806 3.2 -1.5 -1.9
O 0.7268 -6.7357 3.1388 -4.4 1.8 1.9
Cl -0.4652 -6.6669 5.5051 -0.3 0.4 -1.5
C -0.3307 -4.0493 1.6372 0.2 2.3 -1.0
C -1.0647 -2.6022 1.4715 -2.5 1.4 1.2
O -2.1594 -2.3525 2.0621 4.2 -1.2 -2.4
C -0.3777 -1.4313 0.5888 2.0 2.8 -1.9
C -0.5327 -1.3623 -0.9537 1.3 1.5 1.1
C 0.1218 -0.3070 -1.8861 0.5 -0.2 4.2
C 1.0079 0.7817 -1.2333 -2.0 -2.8 1.6
C 1.1673 0.7917 0.3336 -1.8 -2.3 -1.8
C 0.4908 -0.2929 1.2486 -0.3 0.2 -3.8
H -2.9711 2.0081 1.3504 0.2 -0.4 -2.0
H -2.6660 2.8159 -0.4268 -1.1 -1.4 1.0
H -3.4995 -0.2250 0.2541 -0.4 1.5 -1.1
H -5.1661 -0.3355 -4.3828 1.0 -0.9 1.1
H -3.4631 -0.8726 -3.9603 -1.4 0.0 0.9
H -5.5936 -2.6490 -2.6333 0.6 0.2 -1.6
H -5.8985 -2.5242 -4.4760 1.3 0.0 1.3
H -4.2683 -4.2300 -4.7322 0.9 0.6 1.2
H -2.9866 -2.9561 -4.1883 -1.1 -1.3 0.4
H -3.6938 -3.5472 -1.6607 0.2 -1.1 -1.0
H -4.6853 -4.9655 -2.2703 1.5 1.1 -0.4
H -1.9506 -5.2390 -3.4921 -0.8 -0.6 1.7
H -2.8046 -6.4479 -2.3167 0.7 1.8 -0.1
H -0.6087 -4.2250 -1.9402 -1.2 -1.1 1.0
H -1.9088 -4.1406 -0.6461 0.7 -1.3 -0.6
H -1.9183 -4.8264 3.6521 0.6 -1.4 -1.1
H -2.5251 -6.3988 2.9445 1.9 0.8 0.1
H 0.4158 -4.0991 0.7610 -1.2 -0.3 1.4
H 0.2833 -3.9603 2.5985 -0.9 -0.4 -1.2
H -1.1858 -2.1559 -1.4477 1.0 1.3 0.8
H -0.0671 -0.4120 -3.0176 0.4 0.4 2.1
H 1.5055 1.5340 -1.9472 -0.8 -1.1 1.6
H 1.8065 1.6329 0.7831 -1.2 -1.6 -0.6
H 0.6505 -0.2179 2.3772 -0.3 -0.2 -1.8
C -0.9348 3.3487 -4.4842 0.0 0.1 0.0
C -0.4100 3.6840 -5.8738 -0.1 -0.1 0.0
C 0.3936 2.5466 -6.5060 0.0 0.1 -0.1
C 1.6641 2.1516 -5.7512 0.0 -0.1 0.1
C 2.6760 3.2771 -5.5337 0.0 -0.2 0.0
C 3.2360 3.8463 -6.8298 0.1 0.2 0.1
H -0.1197 3.1666 -3.7786 -0.1 0.0 0.0
H -1.5287 4.1801 -4.0955 0.0 -0.1 0.1
H -1.5728 2.4616 -4.5104 0.1 0.1 0.1
H 0.1891 4.5992 -5.8298 0.0 0.0 -0.1
H -1.2630 3.9077 -6.5241 0.1 0.0 0.0
H 0.6483 2.8256 -7.5342 0.0 0.0 0.0
H -0.2476 1.6608 -6.5873 0.0 0.1 0.0
H 2.1522 1.3374 -6.2999 0.0 0.0 0.0
H 1.3911 1.7336 -4.7757 0.0 0.0 0.0
H 3.5074 2.8813 -4.9401 -0.1 0.0 0.0
H 2.2301 4.0803 -4.9399 0.0 0.0 0.0
H 3.7240 3.0658 -7.4199 -0.1 0.0 0.0
H 3.9791 4.6183 -6.6116 0.0 -0.1 -0.1
H 2.4547 4.3040 -7.4410 0.1 0.0 0.0
C 2.0097 -2.2416 8.7602 -0.1 0.0 0.1
C 1.5038 -3.1590 7.6555 0.1 0.0 -0.1
C 1.6011 -2.5382 6.2611 0.0 -0.1 -0.1
C 0.7657 -1.2724 6.0485 0.0 0.1 0.1
C -0.7340 -1.4286 6.3070 0.1 0.1 -0.1
C -1.4031 -2.4259 5.3723 -0.1 0.0 0.1
H 1.4159 -1.3267 8.8292 0.1 0.0 0.0
H 1.9498 -2.7476 9.7275 0.0 0.1 0.0
H 3.0532 -1.9636 8.5886 -0.1 0.0 0.0
H 0.4736 -3.4604 7.8697 0.0 0.0 -0.1
H 2.1004 -4.0778 7.6674 -0.1 0.0 0.0
H 1.3156 -3.2936 5.5202 0.0 0.0 0.0
H 2.6503 -2.2973 6.0531 0.0 0.0 0.0
H 0.9144 -0.9301 5.0170 0.0 0.0 0.0
H 1.1503 -0.4704 6.6876 0.0 0.0 0.0
H -1.2112 -0.4518 6.1730 0.0 -0.1 0.1
H -0.9152 -1.7178 7.3461 0.1 0.0 0.0
H -1.2699 -2.1318 4.3283 0.0 0.0 0.1
H -2.4767 -2.4703 5.5755 0.1 -0.1 -0.1
H -1.0003 -3.4342 5.5024 0.0 0.0 0.0
C 3.2682 4.5555 -1.4596 0.0 -0.2 0.0
C 2.4119 4.7672 -0.2188 -0.1 0.1 -0.1
C 2.3451 6.2324 0.2154 -0.1 0.0 0.2
C 3.6838 6.8569 0.6182 0.1 0.0 -0.1
C 4.4232 6.1429 1.7516 0.0 0.2 0.0
C 3.6533 6.1411 3.0651 0.1 -0.1 0.1
H 4.3089 4.8402 -1.2864 -0.1 0.0 -0.1
H 3.2580 3.5007 -1.7489 0.1 0.1 -0.1
H 2.8852 5.1404 -2.3003 0.1 0.0 0.0
H 2.7848 4.1388 0.5967 0.0 0.1 0.0
H 1.3962 4.4166 -0.4353 0.0 0.0 0.1
H 1.6361 6.3202 1.0457 0.0 0.0 0.0
H 1.9211 6.8252 -0.6035 0.0 -0.1 0.0
H 3.5043 7.8977 0.9120 0.0 -0.1 0.0
H 4.3422 6.9026 -0.2560 -0.1 0.0 0.0
H 5.3815 6.6489 1.9110 0.0 -0.1 -0.1
H 4.6635 5.1153 1.4638 0.0 0.0 0.0
H 3.4392 7.1620 3.3930 0.0 -0.1 0.0
H 4.2426 5.6528 3.8461 -0.1 0.1 0.0
H 2.7078 5.6006 2.9786 0.0 0.1 0.0
```
Positions in Å, forces in eV/Å.

Molecular weight: 668.4 g/mol
Max |F|: 5.23 eV/A
Electronic energy: -2453.61310 hartree
SMILES: C=CC(=O)OCCCCCCOC(=O)N(CC(=O)Cl)CC(=O)c1ccccc1.CCCCCC.CCCCCC.CCCCCC


Record 2
ORCA calculation (the ωB97M-V functional and the def2-TZVPD basis) on a molecular structure, C38H67BN5OP2V at a distorted geometry.

```
115
Properties=species:S:1:pos:R:3:forces:R:3
V -0.1896 -0.6352 -0.1989 0.5 -0.2 -0.9
C -5.2554 -0.3054 -0.0097 0.0 0.0 0.0
C -3.8393 -0.5193 -0.5416 0.0 0.0 0.0
C -3.6631 -1.9787 -0.9823 0.0 0.0 0.0
C -3.6516 0.3452 -1.7892 0.0 0.0 0.0
P -2.4256 -0.0551 0.6163 -0.3 0.1 0.3
C -2.6984 1.7874 0.9343 0.0 0.1 -0.1
N -1.8571 2.5882 0.0663 -0.1 0.1 0.2
B -0.4319 2.4506 -0.0415 0.0 -0.2 -0.2
N -0.0523 3.1667 -1.2371 0.1 0.3 0.0
C 1.1474 2.8028 -1.9729 -0.1 0.0 0.0
P 1.1468 0.9131 -2.0817 0.0 0.0 0.0
C 2.9817 0.4919 -2.0776 0.0 0.0 0.0
C 3.8975 1.4416 -2.8549 0.0 0.0 0.0
C 3.4238 0.5176 -0.6076 0.0 0.0 0.0
C 3.1467 -0.9446 -2.5815 0.0 -0.1 0.0
C 0.4723 0.6252 -3.8242 0.0 0.0 0.0
C 0.0158 -0.8342 -3.9298 -0.1 0.1 -0.1
C 1.4127 0.9565 -4.9815 0.1 0.0 0.0
C -0.7580 1.5262 -3.9788 0.0 0.0 0.0
C -1.1771 3.8047 -1.7393 -0.1 -0.1 0.0
C -1.3374 4.6559 -2.8170 0.0 0.0 0.1
C -2.6087 5.1577 -3.0939 0.0 0.0 0.0
C -3.6959 4.8148 -2.3022 0.0 0.0 0.0
C -3.5443 3.9598 -1.2105 0.0 0.0 0.0
C -2.2874 3.4526 -0.9310 0.0 -0.1 -0.1
C -2.8447 -0.7398 2.3342 -0.1 0.0 0.0
C -3.9993 -0.0462 3.0692 0.0 0.0 0.0
C -3.1475 -2.2375 2.2283 0.0 0.0 0.0
C -1.5833 -0.5894 3.1911 0.0 0.0 0.0
H -5.9679 -0.4322 -0.8319 0.0 0.0 0.0
H -5.4036 0.6974 0.3976 0.0 0.0 0.0
H -5.5156 -1.0305 0.7603 0.0 0.0 0.0
H -4.3472 -2.1799 -1.8143 0.0 0.0 0.0
H -3.8881 -2.6863 -0.1853 0.0 0.0 -0.1
H -2.6366 -2.1601 -1.3121 0.0 0.0 0.0
H -4.3420 0.0106 -2.5699 0.0 0.0 0.0
H -2.6363 0.2289 -2.1648 0.1 0.0 -0.1
H -3.8375 1.4031 -1.6068 0.0 0.0 0.0
H -2.4175 1.9660 1.9741 0.0 0.0 0.0
H -3.7459 2.0731 0.8273 0.0 0.0 0.0
H 2.0414 3.1338 -1.4412 0.0 0.0 0.1
H 1.1618 3.2859 -2.9513 0.0 0.0 0.0
H 3.7596 2.4813 -2.5477 0.0 0.0 0.0
H 3.7586 1.3820 -3.9311 0.0 0.0 0.0
H 4.9389 1.1781 -2.6416 0.0 0.0 0.0
H 3.4333 1.5294 -0.1958 0.0 0.0 0.0
H 4.4447 0.1264 -0.5419 0.0 0.0 0.0
H 2.7745 -0.1005 0.0127 0.0 0.0 0.0
H 2.9972 -1.0228 -3.6595 0.0 0.0 0.0
H 2.4411 -1.6122 -2.0787 0.0 0.0 0.0
H 4.1642 -1.2860 -2.3616 0.0 0.0 0.0
H 0.8539 -1.5272 -3.9460 0.0 0.0 0.0
H -0.5466 -0.9655 -4.8615 0.0 0.0 0.0
H -0.6133 -1.1226 -3.0845 0.0 0.0 0.0
H 2.2390 0.2510 -5.0618 0.0 0.0 0.0
H 1.8248 1.9657 -4.8989 0.0 0.0 0.0
H 0.8490 0.9078 -5.9191 0.0 0.0 0.0
H -1.4259 1.4717 -3.1216 0.0 0.0 0.0
H -1.3158 1.2110 -4.8659 0.0 0.0 0.0
H -0.4878 2.5721 -4.1184 0.0 0.0 0.0
H -0.4882 4.9373 -3.4288 0.0 0.0 0.0
H -2.7444 5.8290 -3.9327 0.0 0.0 0.0
H -4.6746 5.2189 -2.5292 0.0 0.0 0.0
H -4.3975 3.7003 -0.5953 0.0 0.0 0.0
H -4.9598 -0.1825 2.5791 0.0 0.0 0.0
H -3.8305 1.0236 3.2009 0.0 0.0 0.0
H -4.0794 -0.4789 4.0720 0.0 0.0 0.0
H -4.1323 -2.4296 1.7995 0.0 0.0 0.0
H -3.1341 -2.6742 3.2323 0.0 0.0 0.0
H -2.3954 -2.7508 1.6250 0.0 0.0 0.0
H -1.2413 0.4440 3.2806 0.0 0.0 0.0
H -0.7605 -1.1635 2.7681 0.0 0.0 0.0
H -1.7984 -0.9697 4.1955 0.0 0.0 0.0
C 3.2101 -1.8334 6.2571 0.0 0.0 0.0
C 4.1249 -0.8574 5.5318 0.0 0.0 0.0
N 3.5151 -0.3280 4.3204 -0.1 -0.1 0.0
C 4.2673 -0.5204 3.0883 0.0 0.0 0.0
C 4.2190 -1.9430 2.5479 0.0 0.0 0.0
C 2.5845 0.6956 4.5008 0.1 0.2 -0.1
O 2.4324 1.1707 5.6292 0.0 0.0 0.0
C 1.8333 1.1441 3.3380 -0.1 -0.1 0.0
C 1.0786 2.3738 3.3883 0.0 0.0 -0.1
C 0.3942 2.7711 2.3020 0.1 -0.1 0.2
C 0.6140 1.9742 1.0278 0.0 0.1 0.4
N 0.6673 0.5314 1.3243 0.0 0.3 -0.1
C 1.4027 0.2315 2.3655 0.0 0.0 0.0
H 3.6843 -2.2084 7.1680 0.0 0.0 0.0
H 2.9681 -2.6842 5.6168 0.0 0.0 0.0
H 2.2821 -1.3342 6.5350 0.0 0.0 0.0
H 5.0508 -1.3592 5.2420 0.0 0.0 0.0
H 4.3835 -0.0312 6.1972 0.0 0.0 0.0
H 5.3161 -0.2500 3.2773 0.0 0.0 0.0
H 3.8931 0.1811 2.3470 0.0 0.0 0.0
H 4.6143 -2.6575 3.2743 0.0 0.0 0.0
H 4.8215 -2.0219 1.6390 0.0 0.0 0.0
H 3.2023 -2.2444 2.2962 0.0 0.0 0.0
H 1.0167 2.9001 4.3339 0.0 0.0 0.0
H -0.2816 3.6198 2.3267 0.0 0.0 0.0
H 1.6141 2.2373 0.6312 0.0 0.1 0.1
H 1.5804 -0.8302 2.5204 0.0 0.0 0.0
C 1.6535 -4.1321 -0.3143 0.0 0.0 0.0
C 0.3077 -3.6805 -0.9019 0.1 0.0 0.0
C 0.2606 -4.0715 -2.3869 0.0 0.0 0.0
C -0.8112 -4.4262 -0.1643 -0.1 0.0 0.0
N 0.1430 -2.2647 -0.7377 -0.2 -0.1 0.4
H 1.8036 -5.2142 -0.4082 0.0 0.0 0.0
H 1.6975 -3.8603 0.7423 0.0 0.0 0.0
H 2.4738 -3.6229 -0.8245 0.0 0.0 0.0
H 0.3705 -5.1527 -2.5294 0.0 0.0 0.0
H 1.0661 -3.5705 -2.9297 0.0 0.0 0.0
H -0.6891 -3.7559 -2.8264 0.0 0.0 0.0
H -0.7212 -5.5137 -0.2708 0.0 0.0 0.0
H -1.7842 -4.1159 -0.5533 0.0 0.0 0.0
H -0.7744 -4.1729 0.8980 0.0 0.0 0.0
```
Positions in Å, forces in eV/Å.

Molecular weight: 733.7 g/mol
<S²>: 3.806
Max |F|: 1.05 eV/A
Electronic energy: -3488.87238 hartree
2S+1: 4
Total charge: -1